{"formula": "C2H12O3S2", "method": "ωB97M-V with the def2-TZVPD basis set", "symbols": ["C", "C", "S", "S", "H", "H", "H", "H", "H", "H", "O", "H", "H", "O", "H", "H", "O", "H", "H"], "positions_angstrom": [[-1.881, -0.095, 0.724], [-0.907, -0.950, 1.498], [-0.548, -2.664, 0.809], [1.389, -2.472, 0.034], [-1.745, -0.286, -0.321], [-2.952, -0.301, 1.060], [-1.685, 0.956, 0.875], [0.094, -0.443, 1.432], [-1.046, -1.015, 2.596], [0.969, -2.433, -1.179], [1.482, 0.378, -1.275], [1.709, -0.139, -0.480], [1.996, -0.094, -1.908], [-0.830, -0.900, -2.495], [-0.513, -0.322, -1.819], [-1.748, -0.517, -2.746], [1.823, 3.544, 1.002], [2.068, 3.809, 1.871], [2.325, 3.945, 0.321]], "mulliken_charge": [-0.541, -0.422, -0.048, -0.268, -0.067, 0.308, 0.301, 0.158, 0.397, 0.190, -0.621, 0.263, 0.330, -0.612, 0.328, 0.298, -0.606, 0.306, 0.306], "homo_ev": -9.0, "smiles": "CCSS.O.O.O"}



{"formula": "C2H12O3S2", "method": "ωB97M-V with the def2-TZVPD basis set", "symbols": ["C", "C", "S", "S", "H", "H", "H", "H", "H", "H", "O", "H", "H", "O", "H", "H", "O", "H", "H"], "positions_angstrom": [[-0.582, 1.085, -1.610], [0.401, 2.183, -1.038], [-0.541, 3.200, 0.162], [0.052, 2.497, 1.985], [-0.948, 0.662, -0.631], [-1.388, 1.611, -2.169], [-0.109, 0.316, -2.259], [1.328, 1.735, -0.573], [0.612, 2.817, -1.960], [-1.124, 1.845, 2.048], [0.605, -0.552, 0.896], [1.120, 0.254, 1.247], [1.107, -1.274, 1.296], [-2.129, -1.933, 2.306], [-1.358, -1.769, 1.715], [-2.838, -2.051, 1.645], [1.943, -3.246, -0.793], [2.178, -4.110, -0.570], [1.671, -3.271, -1.696]], "mulliken_charge": [-0.755, -0.448, -0.069, -0.257, 0.147, 0.324, 0.274, 0.265, 0.293, 0.216, -0.514, 0.255, 0.266, -0.647, 0.326, 0.318, -0.589, 0.296, 0.301], "homo_ev": -8.8, "smiles": "CCSS.O.O.O"}



{"formula": "C2H12O3S2", "method": "ωB97M-V with the def2-TZVPD basis set", "symbols": ["C", "S", "S", "C", "H", "H", "H", "H", "H", "H", "H", "H", "O", "H", "H", "O", "H", "H", "O"], "positions_angstrom": [[-2.447, 2.218, 3.589], [-1.364, 0.833, 2.878], [-0.087, 0.191, 4.452], [0.197, -1.415, 3.852], [-3.413, 1.797, 3.943], [-2.599, 2.803, 2.590], [-2.088, 2.993, 4.300], [1.207, -1.949, 4.195], [0.211, -1.587, 2.803], [-0.518, -1.927, 4.288], [1.032, 2.409, -4.184], [2.478, 1.590, -4.353], [1.701, 1.962, -4.750], [0.499, -0.442, -5.437], [1.693, -0.473, -6.414], [0.900, -0.977, -6.116], [0.133, -2.876, -1.965], [1.516, -2.811, -1.556], [0.948, -2.341, -2.114]], "mulliken_charge": [-0.740, 0.224, 0.252, -0.834, 0.345, 0.298, 0.359, 0.335, 0.353, 0.407, 0.313, 0.321, -0.638, 0.321, 0.313, -0.630, 0.321, 0.303, -0.623], "homo_ev": [-12.4, -12.4], "charge": 1, "spin_multiplicity": 2}



{"formula": "C2H12O4", "method": "ωB97M-V with the def2-TZVPD basis set", "symbols": ["C", "C", "H", "H", "H", "H", "O", "H", "H", "O", "H", "H", "O", "H", "H", "O", "H", "H"], "positions_angstrom": [[-1.536, -0.483, -1.232], [-0.946, -1.405, -1.981], [-2.225, 0.288, -1.545], [-1.362, -0.402, -0.167], [-1.117, -1.596, -3.033], [-0.144, -2.017, -1.589], [0.898, -1.308, 2.359], [0.886, -1.048, 3.290], [1.541, -1.993, 2.216], [1.680, -0.269, -2.423], [1.452, 0.023, -1.532], [2.223, 0.459, -2.701], [0.417, 1.456, 0.262], [1.162, 1.832, -0.240], [0.596, 0.790, 0.942], [-0.955, 1.784, 2.773], [-0.726, 2.367, 2.044], [-1.843, 1.520, 2.559]], "mulliken_charge": [-0.296, -0.533, 0.225, 0.130, 0.232, 0.235, -0.611, 0.311, 0.303, -0.593, 0.321, 0.283, -0.630, 0.256, 0.387, -0.642, 0.314, 0.308], "homo_ev": -9.5, "smiles": "C=C.O.O.O.O"}